Record 1
{
  "formula": "C10H9N3O",
  "method": "ωB97M-V/def2-TZVPD",
  "symbols": ["O", "N", "N", "N", "C", "C", "C", "C", "C", "C", "C", "C", "C", "C", "H", "H", "H", "H", "H", "H", "H", "H", "H"],
  "coordinates": [[-0.297, -0.979, 1.489], [-1.333, 0.552, 2.949], [2.217, -0.803, -2.765], [-1.919, 0.465, 0.787], [-2.411, 1.341, 2.799], [3.138, 0.043, -2.253], [-1.058, 0.051, 1.784], [-2.061, 0.046, -0.530], [3.066, 0.473, -0.906], [1.249, -1.198, -1.947], [1.979, 0.093, -0.145], [1.115, -0.858, -0.603], [-0.034, -1.336, 0.190], [-2.817, 1.293, 1.476], [3.779, 0.315, -3.031], [3.926, 0.980, -0.399], [-1.704, 0.552, -1.393], [-3.529, 1.819, 0.893], [-2.892, -0.641, -0.697], [0.686, -1.978, -2.418], [-2.836, 1.765, 3.649], [-0.224, -2.360, 0.179], [1.960, 0.365, 0.893]],
  "homo_energy_ev": [-8.315, -8.313],
  "lumo_ev": [-0.57, -0.76],
  "max_force_ev_per_a": 3.0,
  "energy_ev": -17029.3214,
  "de_lowest_kcal_mol": 97.9
}

Record 2
{
  "formula": "C5H16NO2",
  "method": "ωB97M-V/def2-TZVPD",
  "symbols": ["O", "O", "N", "C", "C", "C", "C", "C", "H", "H", "H", "H", "H", "H", "H", "H", "H", "H", "H", "H", "H", "H", "H", "H"],
  "coordinates": [[-1.768, 2.719, -1.490], [2.274, -0.385, -2.290], [0.114, 0.717, -1.256], [2.092, -0.659, -0.868], [0.477, -0.283, 0.982], [-1.251, -1.534, 2.410], [0.609, -0.487, -0.511], [-0.946, -0.305, 1.551], [0.269, 0.526, -2.249], [0.434, 1.610, -0.898], [2.134, -1.196, -2.794], [-0.794, -1.481, 3.388], [0.060, -1.323, -0.903], [-2.510, 3.227, -1.864], [2.438, -1.674, -0.722], [-1.745, -0.216, 0.798], [1.161, -0.871, 1.593], [-0.903, 0.769, -1.164], [-1.329, 3.460, -1.038], [-0.889, -2.417, 1.883], [-2.312, -1.665, 2.576], [-1.153, 0.602, 2.126], [2.690, 0.135, -0.426], [0.849, 0.733, 1.166]],
  "homo_energy_ev": -14.748,
  "lumo_ev": -3.10,
  "charge": 1,
  "max_force_ev_per_a": 2.3,
  "energy_ev": -11023.1502,
  "de_lowest_kcal_mol": 16.8
}